--- P ---
C5H8IN2S as an isolated structure, computed with wB97M-V/def2-TZVPD.

The highest occupied orbital energy is -13.3 eV. The gap between HOMO and LUMO comes out at 9.117 eV. As for the lowest unoccupied orbital energy: -4.194 eV.

Geometry as ORCA input:
```
! RIJCOSX wB97M-V def2-TZVPD def2/J DEFGRID3
* xyz 1 1
C -2.48318 2.29852 1.34011
C -1.42799 2.47669 -0.74140
C 0.60080 0.20195 1.98642
C 0.87065 -1.18627 -0.00717
C 1.11590 0.07866 0.68283
N -1.49073 1.46364 1.20517
N -0.89942 1.58235 0.02883
S -2.82502 3.27111 -0.04810
I 2.23068 1.54026 -0.33580
H -3.17781 2.36085 2.27969
H -1.09704 2.48688 -1.69699
H 0.84732 1.06936 2.56853
H 0.28793 -0.66787 2.56077
H -0.56016 0.71993 1.79182
H 0.24805 -1.84961 0.55957
H 1.91216 -1.56060 -0.14584
H 0.45992 -1.15751 -0.93050
*
```


--- Q ---
A 2-piece molecular cluster, C5H8IN2S overall, computed with wB97M-V/def2-TZVPD.

The highest occupied orbital energy is -12.4 eV. The gap between HOMO and LUMO comes out at 7.242 eV. As for the lowest unoccupied orbital energy: -5.187 eV.

Geometry as ORCA input:
```
! RIJCOSX wB97M-V def2-TZVPD def2/J DEFGRID3
* xyz 1 1
C 1.61544 -0.46687 -1.01925
C 1.01175 -1.63217 -0.68196
C 1.58968 0.66156 -0.13014
C 0.39949 0.73105 0.79859
C -0.11628 -0.52081 1.44620
N 2.37765 1.59053 -0.36387
N -0.45430 -0.51445 2.74746
S 0.14662 -2.06270 0.76673
I -5.52334 0.02188 -0.36456
H 2.27484 -0.33296 -1.84056
H 1.29461 -2.50101 -1.29728
H 0.46681 1.59376 1.55080
H -0.45673 1.04152 0.12302
H 2.21679 2.46184 0.22606
H -0.60366 0.40683 3.11684
H -0.61977 -1.22728 3.38757
H -5.56584 -1.54348 -0.38762
*
```


Q: Which of them is the least stable? A: P.


--- P ---
A 2-piece molecular cluster, C6H11Cl overall, computed with wB97M-V/def2-TZVPD.

The highest occupied orbital energy (alpha / beta) is -8.1 / -7.7 eV. The gap between HOMO and LUMO (alpha / beta) comes out at 8.553 / 8.055 eV. As for the lowest unoccupied orbital energy (alpha / beta): 0.418 / 0.326 eV.

Geometry as ORCA input:
```
! RIJCOSX wB97M-V def2-TZVPD def2/J DEFGRID3
* xyz 0 1
C -2.50826 0.70603 1.04059
C -1.70017 0.96485 0.08404
C -1.77187 0.91748 -1.38323
C 2.44252 -1.41242 0.09322
C 1.08223 -0.84852 0.36784
C 1.07095 0.60854 0.66635
Cl 1.52790 1.72211 -0.55630
H -2.02189 0.56629 1.96686
H -3.44835 0.14280 0.81116
H -1.96758 -0.13658 -1.62419
H -0.77459 1.06186 -1.83959
H -2.35538 1.65014 -1.85651
H 3.20528 -0.66373 -0.12425
H 2.44465 -1.99173 -0.78561
H 2.77570 -2.01102 0.90617
H 0.47057 -0.98969 -0.46147
H 0.61166 -1.44694 1.04783
H 0.91663 1.16054 1.64711
*
```


--- Q ---
A 2-piece molecular cluster, C6H11Cl overall, computed with wB97M-V/def2-TZVPD.

The highest occupied orbital energy (alpha / beta) is -7.9 / -7.9 eV. The gap between HOMO and LUMO (alpha / beta) comes out at 8.539 / 8.541 eV. As for the lowest unoccupied orbital energy (alpha / beta): 0.651 / 0.651 eV.

Geometry as ORCA input:
```
! RIJCOSX wB97M-V def2-TZVPD def2/J DEFGRID3
* xyz 0 1
C -1.48540 1.25590 -1.10257
C -1.11650 0.70679 0.01661
C -1.64931 0.60113 1.37303
C 1.09358 -1.21017 0.95898
C 1.30072 -0.59051 -1.51380
C 1.14476 -0.14923 -0.09770
Cl 2.11351 1.22733 0.33666
H -0.87665 1.24171 -1.99096
H -2.44210 1.76153 -1.22051
H -0.99237 1.12135 2.07082
H -2.64166 1.05724 1.42390
H -1.72496 -0.44057 1.68681
H 2.05861 -1.71333 1.06086
H 0.83708 -0.78532 1.92650
H 0.34763 -1.95596 0.69135
H 0.50879 -1.29045 -1.77038
H 2.26274 -1.09229 -1.65357
H 1.26152 0.25486 -2.19605
*
```


Q: Which of them is the least stable? A: P.


--- P ---
A 2-piece molecular cluster, CH3F2PS overall, computed with wB97M-V/def2-TZVPD.

The highest occupied orbital energy (alpha / beta) is -8.9 / -8.9 eV. The gap between HOMO and LUMO (alpha / beta) comes out at 8.216 / 7.782 eV. As for the lowest unoccupied orbital energy (alpha / beta): -0.642 / -1.134 eV.

Geometry as ORCA input:
```
! RIJCOSX wB97M-V def2-TZVPD def2/J DEFGRID3
* xyz 0 1
C 0.87945 -0.11320 0.20551
F 0.65574 0.52491 1.39204
F 1.11900 0.89682 -0.70059
P -2.52478 0.82268 0.46360
S 2.05778 -1.37316 0.37428
H -2.59923 -0.48275 -0.19790
H -1.76401 1.30810 -0.63791
H 2.17606 -1.58339 -0.89903
*
```


--- Q ---
A 2-piece molecular cluster, CH3F2PS overall, computed with wB97M-V/def2-TZVPD.

The highest occupied orbital energy is -8.9 eV. The SMILES is C=S.FPF. The gap between HOMO and LUMO comes out at 8.505 eV. As for the lowest unoccupied orbital energy: -0.425 eV.

Geometry as ORCA input:
```
! RIJCOSX wB97M-V def2-TZVPD def2/J DEFGRID3
* xyz 0 1
C -2.18302 0.58953 -0.03783
S -3.24055 -0.60971 0.17084
H -2.06103 0.93608 -0.99536
H -1.64934 0.96548 0.79498
F 3.18000 0.47684 0.15732
P 2.63939 -1.04203 0.15225
F 1.72000 -0.85083 -1.20247
H 1.59455 -0.46536 0.96026
*
```


Q: Which of them is the least stable? A: P.


--- P ---
One molecule with the formula C11H13NO2, computed with wB97M-V/def2-TZVPD.

The highest occupied orbital energy is -7.9 eV. The SMILES is COc1ccccc1/C=C/NC(C)=O. The gap between HOMO and LUMO comes out at 8.410 eV. As for the lowest unoccupied orbital energy: 0.476 eV.

Geometry as ORCA input:
```
! RIJCOSX wB97M-V def2-TZVPD def2/J DEFGRID3
* xyz 0 1
C -1.88254 2.59895 0.73395
O -2.06181 1.96185 -0.56730
C -2.15689 0.60619 -0.45615
C -3.38532 -0.00861 -0.24309
C -3.43174 -1.36808 -0.12903
C -2.29474 -2.15949 -0.17457
C -1.07467 -1.53272 -0.33849
C -0.96407 -0.15720 -0.52150
C 0.30515 0.47969 -0.70044
C 1.51278 -0.15820 -0.45931
N 2.74943 0.40468 -0.81832
C 3.96069 0.17557 -0.19650
C 3.99222 -1.03972 0.72001
O 4.94765 0.79751 -0.42187
H -2.00014 3.68700 0.61794
H -2.72787 2.36811 1.41957
H -0.85336 2.37160 1.10908
H -4.28310 0.57403 -0.12157
H -4.38821 -1.83761 0.18529
H -2.31184 -3.22655 0.06596
H -0.15530 -2.09368 -0.22673
H 0.34646 1.50322 -1.05828
H 1.56277 -1.14570 -0.02123
H 2.66482 1.30018 -1.29008
H 3.30938 -0.89415 1.56509
H 5.02663 -1.23940 1.08967
H 3.59362 -1.96748 0.23789
*
```


--- Q ---
C11H13NO2 as an isolated structure, computed with wB97M-V/def2-TZVPD.

The highest occupied orbital energy is -8.1 eV. The gap between HOMO and LUMO comes out at 8.884 eV. As for the lowest unoccupied orbital energy: 0.747 eV.

Geometry as ORCA input:
```
! RIJCOSX wB97M-V def2-TZVPD def2/J DEFGRID3
* xyz 0 1
C -4.43790 -0.57807 -1.08739
C -2.23050 -1.33984 -2.25240
C -1.36938 -0.77347 -1.09730
C -0.05470 -0.55656 -1.05477
C 0.73041 0.04101 0.13439
C 0.52393 -0.44934 1.40353
C 1.60667 -0.32524 2.43875
C 2.50319 0.55223 2.05417
C 4.41327 1.54384 1.96587
C 2.52373 1.26456 0.81524
C 1.62006 1.05311 -0.10813
H -3.60783 0.02641 -0.19710
H -5.42357 -0.13206 -1.34750
H -4.46858 -1.81707 -0.73622
H -3.27894 0.51607 -2.57326
H -2.56265 -2.42950 -2.32581
H -1.43001 -1.16546 -3.03838
H -1.89442 -0.33953 -0.08508
H 0.59662 -0.52814 -1.91898
H -0.47066 -0.87696 1.59842
H 1.54540 -0.84339 3.47336
H 5.20781 2.33807 2.47293
H 5.08417 0.55763 1.44809
H 1.24933 1.64774 -1.14835
N -3.56723 -0.54746 -2.38708
O 3.50754 1.05600 2.74532
O 3.68425 2.10541 0.80768
*
```


Q: Which of them is the least stable? A: Q.


--- P ---
A 3-piece molecular cluster, C2H9OS overall, computed with wB97M-V/def2-TZVPD.

The highest occupied orbital energy (alpha / beta) is -6.6 / -9.6 eV. The gap between HOMO and LUMO (alpha / beta) comes out at 7.166 / 10.239 eV. As for the lowest unoccupied orbital energy (alpha / beta): 0.608 / 0.594 eV.

Geometry as ORCA input:
```
! RIJCOSX wB97M-V def2-TZVPD def2/J DEFGRID3
* xyz 0 2
O -0.03700 -1.45409 -2.05287
H -0.21100 -0.91332 -2.83725
H 1.95094 -5.18147 -2.69552
H 0.41450 -2.26487 -2.30521
C -0.95133 2.42842 2.33368
C -0.17148 1.75966 1.26575
S -0.78624 0.41979 0.40925
H -0.73311 3.48243 2.40088
H -1.98604 2.05237 2.33054
H -0.64610 2.02067 3.31104
H 2.21793 -4.49353 -2.77895
H 0.88641 1.93543 1.21313
H 0.05253 0.20851 -0.59448
*
```


--- Q ---
A 3-piece molecular cluster, C2H9OS overall, computed with wB97M-V/def2-TZVPD.

The highest occupied orbital energy (alpha / beta) is -7.2 / -8.5 eV. The gap between HOMO and LUMO (alpha / beta) comes out at 7.539 / 8.723 eV. As for the lowest unoccupied orbital energy (alpha / beta): 0.309 / 0.265 eV.

Geometry as ORCA input:
```
! RIJCOSX wB97M-V def2-TZVPD def2/J DEFGRID3
* xyz 0 2
O 0.69663 -0.42101 1.52115
H 0.13082 0.27109 1.92751
H 3.05575 4.08530 4.78357
H 1.41475 -0.21356 2.20312
C -1.30116 -0.72804 -2.82392
C -1.24829 -1.18499 -1.31698
S 0.04500 -2.07977 -0.98638
H -2.09380 -1.32246 -3.32239
H -1.60423 0.35299 -2.89570
H -0.28624 -1.14975 -3.14819
H 2.57751 4.63908 4.73556
H -2.09153 -1.07132 -0.62029
H 0.70479 -1.17756 -0.05707
*
```


Q: Which of them is the least stable? A: Q.


--- P ---
A 2-piece molecular cluster, C2H6ClISi overall, computed with wB97M-V/def2-TZVPD.

The highest occupied orbital energy (alpha / beta) is -10.5 / -6.4 eV. The gap between HOMO and LUMO (alpha / beta) comes out at 10.732 / 2.887 eV. As for the lowest unoccupied orbital energy (alpha / beta): 0.235 / -3.474 eV.

Geometry as ORCA input:
```
! RIJCOSX wB97M-V def2-TZVPD def2/J DEFGRID3
* xyz 0 1
C -0.39177 0.01548 2.10742
C 0.09747 0.12334 -1.12054
Si -0.50102 0.90347 0.42826
Cl -2.05894 2.08023 0.03555
I 2.99414 -2.11389 -4.15887
H 0.63632 -0.41866 2.26725
H -0.50731 0.63596 2.96862
H -1.17335 -0.86468 2.09274
H 1.05044 -0.52977 -1.19103
H -0.53169 -0.71250 -1.51956
H 0.38571 0.88102 -1.90985
*
```


--- Q ---
A 2-piece molecular cluster, C2H6ClISi overall, computed with wB97M-V/def2-TZVPD.

The highest occupied orbital energy (alpha / beta) is -7.9 / -9.0 eV. The gap between HOMO and LUMO (alpha / beta) comes out at 7.792 / 7.900 eV. As for the lowest unoccupied orbital energy (alpha / beta): -0.074 / -1.122 eV.

Geometry as ORCA input:
```
! RIJCOSX wB97M-V def2-TZVPD def2/J DEFGRID3
* xyz 0 1
C 0.67982 1.00068 -1.98056
C -0.81815 -0.97813 1.77290
Si -1.62401 -0.86619 0.06048
Cl -2.07814 -2.70862 -0.65547
I -3.67723 0.51087 0.23107
H 1.46756 0.27782 -1.93386
H 0.02211 1.00494 -2.82177
H 0.72565 1.85657 -1.34218
H -1.48699 -1.47330 2.47338
H 0.10700 -1.54672 1.73250
H -0.59086 0.00934 2.16156
*
```


Q: Which of them is the least stable? A: P.